Entry 1:
ORCA calculation (ωB97M-V/def2-TZVPD) on a molecular structure, C39H19Cl2N8O2Tc.

Positions of all 71 atoms, in Å:
Tc1 0.46528 -0.57659 -0.00400
C1 -0.20834 -0.35448 -6.48737
C2 0.80079 -1.31245 -6.49568
C3 1.50209 -1.62990 -5.33704
C4 1.13830 -0.98391 -4.17232
C5 1.57529 -1.13022 -2.78413
N1 2.56418 -1.79927 -2.27766
C6 2.99065 -1.45560 -1.06976
C7 3.23167 -0.02917 -0.70050
C8 3.53003 1.10925 -1.42357
C9 3.84721 2.25785 -0.70573
C10 3.84690 2.26116 0.68623
C11 3.52993 1.11622 1.40989
C12 3.23164 -0.02629 0.69280
C13 2.99287 -1.45170 1.06689
N2 2.56993 -1.79445 2.27649
C14 1.56937 -1.14238 2.77969
N3 0.74128 -0.37623 1.98601
C15 -0.03678 0.41980 2.78458
N4 -0.67335 1.48731 2.38187
C16 -0.68858 1.92767 1.12205
N5 -0.15374 1.32736 0.00429
C17 -0.65614 1.95740 -1.11282
N6 -0.61759 1.54093 -2.37959
C18 0.00440 0.46667 -2.78815
N7 0.75342 -0.35779 -1.99015
C19 0.14271 0.01157 -4.17171
C20 -0.53627 0.34129 -5.32861
C21 -1.37940 3.13847 -0.69246
C22 -1.99002 4.15786 -1.40450
C23 -2.61641 5.15935 -0.67734
C24 -2.64559 5.13456 0.71810
C25 -2.04618 4.10906 1.43429
C26 -1.40461 3.11636 0.71181
C27 0.09350 -0.05101 4.16389
C28 -0.61040 0.24484 5.31488
C29 -0.27634 -0.45366 6.47039
C30 0.76102 -1.38069 6.48128
C31 1.48418 -1.66648 5.32765
C32 1.11566 -1.01896 4.16538
N8 3.08267 -2.26546 0.00031
H1 -0.75014 -0.14564 -7.40006
H2 1.03558 -1.82729 -7.41736
H3 2.29304 -2.36813 -5.34051
H4 3.54418 1.10588 -2.50623
H5 4.11393 3.16038 -1.23883
H6 4.11309 3.16659 1.21465
H7 3.54406 1.11895 2.49250
H8 -1.30696 1.09995 -5.31970
H9 -1.97181 4.16664 -2.48585
H10 -3.09547 5.97480 -1.20261
H11 -3.14867 5.92994 1.25161
H12 -2.07218 4.07806 2.51505
H13 -1.40463 0.97877 5.30326
H14 -0.83549 -0.27094 7.37820
H15 1.00076 -1.89741 7.40063
H16 2.29602 -2.38165 5.33315
Cl1 -5.22713 -5.29494 0.01675
C33 -4.09582 -3.99327 0.00981
C34 -4.57536 -2.67318 0.00814
C35 -3.69406 -1.62570 0.00270
Cl2 -4.25140 0.00201 0.00117
C36 -2.28668 -1.83484 -0.00143
O1 -1.52481 -0.78446 -0.00666
C37 -1.83083 -3.17858 0.00074
C38 -0.43662 -3.44894 -0.00213
O2 0.45780 -2.58798 -0.00705
C39 -2.75397 -4.24336 0.00606
H17 -5.64087 -2.49044 0.01096
H18 -0.12309 -4.49769 0.00039
H19 -2.39769 -5.26585 0.00698

Properties
Net charge: +1
Multiplicity: 4
LUMO energy (spin up / spin down) (eV): -4.421 / -4.980
<S²>: 3.8189
HOMO (spin up / spin down) (eV): -9.40 / -10.90
Frontier orbital gap (spin up / spin down) (eV): 4.98 / 5.92

The net atomic charges from Mulliken, expressed in e, are:
1. Tc -0.665
2. C -0.627
3. C -0.606
4. C -0.406
5. C 0.197
6. C -0.372
7. N -0.539
8. C 0.450
9. C 0.745
10. C -0.711
11. C -0.780
12. C -0.786
13. C -0.698
14. C 0.749
15. C 0.430
16. N -0.536
17. C -0.409
18. N 0.873
19. C -0.282
20. N -0.563
21. C -0.173
22. N 1.082
23. C -0.197
24. N -0.561
25. C -0.332
26. N 0.885
27. C 0.363
28. C -0.346
29. C 0.311
30. C -0.304
31. C -0.666
32. C -0.682
33. C -0.288
34. C 0.317
35. C 0.344
36. C -0.367
37. C -0.623
38. C -0.614
39. C -0.385
40. C 0.226
41. N -0.397
42. H 0.426
43. H 0.420
44. H 0.541
45. H 0.555
46. H 0.448
47. H 0.444
48. H 0.549
49. H 0.559
50. H 0.553
51. H 0.434
52. H 0.430
53. H 0.554
54. H 0.559
55. H 0.423
56. H 0.423
57. H 0.540
58. Cl -0.199
59. C 0.179
60. C -0.551
61. C 0.100
62. Cl -0.188
63. C -0.126
64. O 0.295
65. C 1.186
66. C -0.538
67. O -0.227
68. C -1.162
69. H 0.483
70. H 0.352
71. H 0.479



Entry 2:
ORCA calculation (ωB97M-V/def2-TZVPD) on a molecular structure, C39H24Br2F8N4O4SbScTe.

Positions of all 84 atoms, in Å:
Sc1 2.06946 -0.63392 -0.20488
O1 2.13187 3.05846 1.94767
C1 2.13106 1.90330 1.59305
N1 2.40821 1.43388 0.32127
C2 2.11163 2.22492 -0.76278
O2 1.23055 3.06142 -0.86242
C3 2.86741 1.79740 -1.98984
C4 3.56707 2.66527 -2.80155
C5 4.19906 2.13298 -3.91341
C6 4.08191 0.77598 -4.17711
C7 3.35138 -0.01772 -3.31275
N2 2.75449 0.48473 -2.22784
C8 1.88179 0.79692 2.59088
C9 1.89710 1.08278 3.93963
C10 1.67634 0.04681 4.83483
C11 1.45082 -1.22621 4.34184
C12 1.44078 -1.42535 2.97064
N3 1.63481 -0.42970 2.10544
H1 3.61245 3.71699 -2.55651
H2 4.78080 2.76948 -4.56762
H3 4.56086 0.32598 -5.03485
H4 3.24791 -1.08198 -3.46208
H5 2.08006 2.10206 4.24919
H6 1.69172 0.23035 5.90142
H7 1.29179 -2.06822 5.00086
H8 1.28634 -2.40601 2.54232
Br1 1.43507 -5.77798 1.20682
C13 0.68935 -4.81886 -0.22557
C14 -0.16770 -5.53824 -1.08987
C15 -0.83242 -4.90800 -2.09122
Br2 -1.95711 -5.92184 -3.22465
C16 -0.69482 -3.50849 -2.27507
C17 -1.33799 -2.76936 -3.29433
C18 -1.11648 -1.42996 -3.40866
C19 -0.25934 -0.81342 -2.48371
N4 0.33677 -1.46628 -1.51557
C20 0.15762 -2.81215 -1.39805
C21 0.89391 -3.47325 -0.37046
O3 1.75076 -2.74383 0.37364
H9 -0.28576 -6.60111 -0.93695
H10 -1.99893 -3.28242 -3.97958
H11 -1.59085 -0.83473 -4.17583
H12 -0.06876 0.25198 -2.54503
F1 2.87799 -2.16012 -1.64330
Te1 4.02216 -2.85527 -0.05087
F2 5.12916 -2.70278 -1.55667
F3 3.64889 -4.51762 -0.70904
F4 3.67119 -3.56025 1.63580
F5 5.72872 -3.17455 0.62157
O4 3.91426 -1.09438 0.41393
F6 -5.15231 -2.32267 3.61260
C22 -4.25574 -1.58309 2.93178
C23 -4.59359 -0.28604 2.58908
C24 -3.66923 0.47551 1.89237
C25 -2.42354 -0.05290 1.54318
C26 -2.12823 -1.36527 1.90356
C27 -3.04275 -2.14675 2.60424
Sb1 -0.99117 1.09317 0.45598
C28 -1.25946 2.86815 1.60148
C29 -1.43629 2.72731 2.97749
C30 -1.53309 3.83773 3.80562
C31 -1.44665 5.08822 3.23114
F7 -1.54468 6.17400 4.02486
C32 -1.26049 5.26968 1.87667
C33 -1.15425 4.14840 1.06591
C34 -2.25799 1.49062 -1.22313
C35 -1.96714 2.52166 -2.11850
C36 -2.72111 2.70573 -3.27093
C37 -3.76062 1.83375 -3.52193
F8 -4.49331 2.00214 -4.64112
C38 -4.07163 0.79114 -2.67445
C39 -3.30944 0.62439 -1.52453
H13 -5.56224 0.10646 2.86847
H14 -3.92451 1.49389 1.62179
H15 -1.17170 -1.80292 1.63549
H16 -2.82658 -3.16719 2.89078
H17 -1.51552 1.74234 3.42442
H18 -1.67678 3.74372 4.87372
H19 -1.18623 6.27078 1.47416
H20 -0.96816 4.29266 0.01044
H21 -1.12241 3.17764 -1.94233
H22 -2.50955 3.50443 -3.96924
H23 -4.89359 0.12970 -2.91490
H24 -3.55342 -0.19407 -0.85688

Properties
Net charge: 0
Multiplicity: 1
LUMO energy (eV): -1.026
HOMO (eV): -8.62
Frontier orbital gap (eV): 7.59
Energy above the lowest of the compared OMol25 structures with the same formula, charge and spin (kcal per mole): 50.52

The net atomic charges from Mulliken, expressed in e, are:
1. Sc -0.348
2. O -0.647
3. C -0.158
4. N 0.176
5. C 0.138
6. O -0.473
7. C 0.266
8. C -0.815
9. C -0.417
10. C -1.047
11. C -0.271
12. N 0.842
13. C 0.826
14. C -0.582
15. C -0.679
16. C -1.246
17. C -0.437
18. N 1.104
19. H 0.576
20. H 0.444
21. H 0.422
22. H 0.523
23. H 0.615
24. H 0.443
25. H 0.535
26. H 0.524
27. Br -0.149
28. C 0.227
29. C -0.331
30. C -0.086
31. Br -0.220
32. C 1.381
33. C -1.044
34. C -1.575
35. C -0.625
36. N 1.077
37. C -0.137
38. C -0.583
39. O 0.709
40. H 0.473
41. H 0.346
42. H 0.533
43. H 0.847
44. F -0.386
45. Te 1.598
46. F -0.389
47. F -0.398
48. F -0.436
49. F -0.344
50. O -0.376
51. F -0.353
52. C 0.250
53. C -0.815
54. C -0.286
55. C -0.207
56. C -0.375
57. C -0.686
58. Sb 0.795
59. C 0.659
60. C -0.401
61. C -0.821
62. C 0.259
63. F -0.357
64. C -0.763
65. C -0.383
66. C 0.398
67. C -0.147
68. C -0.823
69. C 0.367
70. F -0.359
71. C -0.918
72. C -0.451
73. H 0.445
74. H 0.545
75. H 0.178
76. H 0.532
77. H 0.500
78. H 0.463
79. H 0.466
80. H 0.178
81. H 0.296
82. H 0.490
83. H 0.463
84. H 0.435



Entry 3:
ORCA calculation (ωB97M-V/def2-TZVPD) on a molecular structure, C39H26Cl2F12I2N3O3SY.

Positions of all 89 atoms, in Å:
Y1 -0.62691 0.31893 -0.44673
I1 -8.42838 -2.45311 -0.46364
C1 -6.42464 -1.90417 -0.76224
C2 -5.78575 -2.24436 -1.94172
C3 -4.47170 -1.85990 -2.12294
I2 -3.48118 -2.33719 -3.89804
C4 -3.71919 -1.13526 -1.15632
O1 -2.51419 -0.78370 -1.38258
C5 -4.42681 -0.81325 0.04729
C6 -3.72243 -0.09956 1.17378
N1 -2.90769 1.03341 0.73126
C7 -3.66273 2.08642 0.07739
C8 -2.94134 2.78873 -1.05015
C9 -3.35730 4.05072 -1.45927
C10 -2.77556 4.62351 -2.57630
C11 -1.80074 3.92022 -3.26376
C12 -1.42938 2.67728 -2.78010
N2 -1.97715 2.13570 -1.69278
C13 -5.74705 -1.18846 0.21629
H1 -6.30059 -2.79679 -2.71589
H2 -3.03954 -0.78282 1.68379
H3 -4.48036 0.21061 1.90969
H4 -2.36599 1.40281 1.50723
H5 -4.03817 2.83936 0.78187
H6 -4.54267 1.62142 -0.38073
H7 -4.12209 4.57256 -0.89792
H8 -3.07734 5.61222 -2.90101
H9 -1.31676 4.32665 -4.14090
H10 -0.64788 2.08606 -3.24699
H11 -6.25426 -0.91841 1.13584
C14 3.05588 -5.17573 -1.16994
C15 2.75370 -3.73216 -0.85968
C16 2.77507 -3.24597 0.44420
C17 2.44916 -1.93497 0.70283
C18 2.08605 -1.02905 -0.31416
N3 1.68534 0.26065 0.02283
C19 2.45428 1.01512 0.85269
C20 3.80639 0.65875 1.11486
C21 4.63420 1.37069 1.95042
C22 4.19107 2.52499 2.58570
C23 5.08161 3.33067 3.49608
C24 2.90300 2.93685 2.28509
C25 2.03225 2.24897 1.44207
C26 0.69763 2.92455 1.07004
O2 -0.33712 2.10797 0.77097
C27 0.15227 3.86030 2.20306
F1 0.80123 5.04810 2.33508
F2 0.18569 3.26238 3.39973
F3 -1.13383 4.19032 1.98140
C28 0.97569 3.81841 -0.18018
F4 1.18747 3.04106 -1.25034
F5 2.04593 4.62894 -0.06288
F6 -0.07083 4.62194 -0.48543
C29 2.01715 -1.53170 -1.63518
C30 2.37568 -2.86118 -1.86837
C31 1.45942 -0.63284 -2.76237
O3 0.36007 0.07185 -2.39396
C32 0.98690 -1.46686 -3.99996
F7 1.96569 -2.09652 -4.70466
F8 0.35728 -0.68720 -4.89275
F9 0.11476 -2.41189 -3.62721
C33 2.58228 0.33720 -3.24422
F10 3.06859 1.08159 -2.25271
F11 2.14235 1.19043 -4.19299
F12 3.64052 -0.32013 -3.78317
H12 3.62045 -5.64115 -0.35994
H13 2.13459 -5.75008 -1.30389
H14 3.63807 -5.27195 -2.08890
H15 3.01806 -3.91028 1.26822
H16 2.43599 -1.56410 1.72027
H17 4.20385 -0.21743 0.62216
H18 5.65243 1.02186 2.10385
H19 5.76291 2.68555 4.05587
H20 5.69448 4.04755 2.93871
H21 4.49155 3.89795 4.21855
H22 2.57759 3.86585 2.73195
H23 2.34886 -3.25491 -2.87381
Cl1 -0.96804 -2.82867 0.05045
C34 -0.45039 -3.33779 1.62828
C35 -0.21588 -4.68767 1.80485
C36 0.19507 -5.16672 3.03713
C37 0.36231 -4.27015 4.08136
C38 0.12182 -2.92279 3.88132
Cl2 0.36186 -1.86756 5.24493
C39 -0.29054 -2.37066 2.64483
S1 -0.51113 -0.67335 2.42942
H24 -0.34916 -5.35289 0.96146
H25 0.38513 -6.22245 3.18211
H26 0.68310 -4.60332 5.05950

Properties
Net charge: -2
Multiplicity: 1
LUMO energy (eV): 3.346
HOMO (eV): -1.65
Frontier orbital gap (eV): 5.00
Energy above the lowest of the compared OMol25 structures with the same formula, charge and spin (kcal per mole): 0.00

The net atomic charges from Mulliken, expressed in e, are:
1. Y -0.516
2. I -0.049
3. C -0.411
4. C -0.386
5. C -0.340
6. I -0.052
7. C -0.634
8. O 0.609
9. C 0.757
10. C -0.948
11. N 0.185
12. C -1.137
13. C 0.774
14. C -1.043
15. C -0.380
16. C -0.874
17. C -0.381
18. N 0.700
19. C -0.643
20. H 0.366
21. H 0.136
22. H 0.300
23. H 0.129
24. H 0.320
25. H 0.449
26. H 0.443
27. H 0.378
28. H 0.463
29. H 0.370
30. H 0.372
31. C -1.702
32. C 0.824
33. C -1.192
34. C 0.047
35. C -0.388
36. N 1.346
37. C 0.493
38. C -0.534
39. C -1.238
40. C 0.311
41. C -1.637
42. C -0.777
43. C -0.667
44. C 1.454
45. O 0.545
46. C 0.236
47. F -0.307
48. F -0.230
49. F -0.203
50. C 0.198
51. F -0.035
52. F -0.341
53. F -0.297
54. C -1.242
55. C -0.793
56. C 2.377
57. O -0.156
58. C 0.248
59. F -0.303
60. F -0.282
61. F -0.149
62. C 0.208
63. F -0.183
64. F -0.298
65. F -0.328
66. H 0.408
67. H 0.244
68. H 0.417
69. H 0.216
70. H 0.727
71. H 0.352
72. H 0.297
73. H 0.379
74. H 0.276
75. H 0.386
76. H 0.431
77. H 0.519
78. Cl -0.089
79. C 0.371
80. C -0.761
81. C -0.489
82. C -0.729
83. C 0.337
84. Cl -0.254
85. C 0.175
86. S -0.311
87. H 0.401
88. H 0.337
89. H 0.401



Which formula does entry 2 have?
C39H24Br2F8N4O4SbScTe